# 1
The following is a DFT calculation (ωB97M-V/def2-TZVPD) of a structure of composition C26H37EuGeN2O2S3 at a distorted geometry.

Last column: Löwdin charge in e.
CARTESIAN COORDINATES (ANGSTROEM)
1 O -2.269011 -0.558628 1.376214  -0.273
2 C 0.690349 -0.184339 3.740116  -0.245
3 H 0.696649 3.061670 1.145787  -0.073
4 C 4.441352 3.270613 -1.057428  -0.098
5 C -5.329537 -1.490831 -0.366458  -0.077
6 H -5.855884 -1.258473 -1.287990  0.099
7 H 1.215989 -1.730817 -4.344547  0.077
8 H -0.107446 -4.699979 -1.442296  0.079
9 H -3.438080 -2.272263 2.887642  0.107
10 H 2.878295 4.689769 -1.403747  0.109
11 H 4.036106 -0.094776 -1.059574  0.114
12 C 3.140885 3.639148 -1.350806  -0.041
13 C 0.768235 3.114798 -1.783328  -0.118
14 H 0.630141 -0.177965 4.832599  0.002
15 H 2.351164 2.408157 5.275245  -0.006
16 C -4.110135 -0.834032 -0.120083  -0.165
17 Ge 1.382059 1.542973 3.020629  0.680
18 H 2.101311 -1.574069 -1.975940  0.048
19 C -5.857922 -2.411175 0.504921  -0.132
20 H -1.569874 3.723160 -2.451425  0.109
21 C -5.160784 -2.685583 1.690433  -0.109
22 H 2.915661 -0.454059 -3.094991  0.126
23 H -1.976113 1.288638 -3.080466  0.086
24 H 0.774298 -0.011565 -4.256008  0.075
25 C 2.503084 1.327292 -1.500555  -0.233
26 C -3.686690 0.135173 -1.095501  -0.130
27 H 1.352666 -0.996434 3.442376  -0.023
28 H -0.893842 -2.769427 2.067346  0.050
29 C 0.212784 2.187080 1.606099  -0.492
30 S 1.667967 -1.605773 0.577210  0.423
31 C 0.909503 -0.925127 -3.675171  -0.426
32 C -0.646072 -3.140418 -2.833120  -0.536
33 N -0.223844 2.387840 -1.498794  -0.004
34 S -1.269138 -2.970710 -0.212583  0.839
35 H -0.037027 -3.525758 -3.652449  0.070
36 H -4.441207 0.354360 -1.866622  0.117
37 H 1.445867 -3.193034 2.366598  0.042
38 O 1.547720 0.396390 -1.787953  -0.195
39 C 1.559420 2.756167 4.604389  -0.261
40 H -5.568433 -3.400987 2.396579  0.093
41 H 3.884639 0.993159 3.251258  0.005
42 C 1.103912 -3.172164 1.329480  -0.683
43 C -3.975097 -2.057556 1.970808  -0.039
44 C 2.145960 2.684380 -1.553141  -0.129
45 C 4.764817 1.924829 -0.953651  -0.080
46 H -1.674178 -3.479494 -2.973586  0.061
47 C -0.402691 -3.403455 1.326338  -0.528
48 H 5.196221 4.028859 -0.892444  0.096
49 N -2.572267 0.763773 -1.143352  -0.064
50 C -0.131562 -3.607621 -1.483062  -0.545
51 C -3.382526 -1.113592 1.082118  -0.446
52 S -0.742384 -1.324662 -3.022278  0.851
53 H -6.793497 -2.910704 0.286429  0.082
54 H 3.650033 2.193750 1.968338  0.002
55 H 1.808744 3.768764 4.279600  -0.005
56 H 0.624093 2.801797 5.166792  -0.004
57 C 3.801758 0.955614 -1.178330  -0.025
58 H -1.954303 3.259948 -0.772126  0.122
59 H -0.624159 -4.448912 1.558142  0.066
60 H 1.604999 -3.989785 0.805403  0.040
61 Eu -0.444313 0.218625 0.245840  1.280
62 C -1.557360 2.897752 -1.725524  -0.218
63 H -0.309163 -0.384348 3.346277  -0.012
64 H -0.698503 2.563766 2.102299  -0.064
65 H 0.638400 4.137890 -2.163533  0.126
66 H 5.768222 1.624882 -0.680114  0.105
67 C 1.965782 -0.697189 -2.609688  -0.278
68 H 0.856508 -3.204369 -1.262605  0.009
69 C -2.442840 1.752315 -2.203146  -0.247
70 C 3.248565 1.276266 2.408195  -0.244
71 H 3.282710 0.483834 1.662379  -0.051
72 H -3.420983 2.146642 -2.509464  0.108

Force components x, y, z for each atom (eV/Å):
O -0.810 -0.286 0.413
C 0.163 0.161 0.146
H 0.022 0.000 0.005
C 0.120 0.039 0.011
C 0.150 0.076 -0.003
H -0.009 0.016 0.005
H 0.070 0.045 -0.051
H 0.017 -0.003 -0.100
H 0.016 0.038 -0.010
H -0.044 -0.009 -0.009
H -0.034 0.002 -0.007
C -0.068 -0.059 0.027
C -0.179 0.035 0.027
H -0.022 0.084 -0.020
H -0.034 -0.004 0.026
C -0.159 -0.256 0.175
Ge -0.209 0.216 -0.077
H 0.005 0.014 0.063
C -0.154 -0.105 -0.015
H 0.012 0.018 0.030
C 0.043 0.058 -0.039
H -0.006 0.060 0.012
H 0.011 0.009 0.006
H 0.025 -0.019 -0.056
C -0.095 0.100 0.009
C 0.198 0.297 -0.095
H -0.020 -0.030 -0.077
H 0.007 0.020 0.007
C 0.602 0.643 0.901
S 0.532 -0.582 0.264
C -0.228 -0.041 0.297
C -0.022 0.289 0.061
N -0.112 0.098 -0.109
S 0.252 -0.298 -0.213
H -0.031 -0.060 -0.012
H -0.039 -0.017 0.019
H -0.043 -0.131 0.030
O 0.316 0.084 -0.287
C 0.065 -0.120 -0.040
H 0.021 -0.008 0.003
H -0.001 -0.013 -0.008
C 0.223 0.308 -0.215
C -0.040 -0.084 0.107
C 0.240 -0.173 0.081
C -0.060 0.044 -0.022
H 0.025 -0.056 -0.069
C -0.101 -0.024 -0.153
H -0.014 -0.010 0.020
N -0.516 0.056 -0.241
C -0.237 -0.015 0.340
C -0.043 0.170 0.110
S 0.168 -0.079 -0.154
H 0.015 0.016 -0.005
H -0.046 0.012 0.020
H -0.002 -0.009 -0.035
H -0.013 -0.013 -0.021
C 0.065 -0.063 0.009
H 0.057 0.015 0.021
H -0.001 0.017 0.093
H -0.051 -0.091 0.061
Eu 0.293 -0.182 -1.012
C -0.156 -0.043 -0.086
H -0.004 -0.023 0.000
H -0.028 -0.042 -0.005
H -0.007 -0.004 -0.032
H -0.001 -0.003 0.000
C -0.035 -0.181 -0.170
H 0.048 -0.002 -0.041
C 0.015 0.073 0.013
C -0.129 0.087 0.078
H 0.001 -0.045 0.017
H 0.006 -0.021 -0.021

Charge ... -1
ΔE to the lowest compared entry with this formula, charge and spin ... 0.0 kJ/mol
Molecular weight ... 730.369 g mol⁻¹
HOMO energy (spin up / spin down) ... -2.31 / -3.51 eV
Frontier orbital gap (spin up / spin down) ... 4.7 / 5.9 eV
Multiplicity ... 8

# 2
The following is a DFT calculation (ωB97M-V/def2-TZVPD) of a cluster of 2 separate species, C3H4OS in total at a distorted geometry.

Last column: natural (NBO) charge in e.
CARTESIAN COORDINATES (ANGSTROEM)
1 H 0.483444 -0.222474 0.923573  0.319
2 H -1.783004 -0.002032 -2.313846  0.229
3 H -0.080123 0.158167 -1.452204  0.250
4 C -1.165867 0.065433 -1.469403  -0.689
5 O -1.140049 -0.199017 1.125052  -0.910
6 C 1.531737 0.058320 1.074948  -0.840
7 S -1.979366 -0.302748 -0.066106  1.173
8 H 1.980005 -0.156850 2.087789  0.289
9 C 2.153223 0.601201 0.090197  0.178

Force components x, y, z for each atom (eV/Å):
H 0.174 0.104 0.061
H -0.494 0.003 -1.248
H -0.335 0.328 -0.313
C -0.394 -1.045 3.412
O -0.611 -0.297 0.734
C 1.677 -0.137 0.979
S 0.661 0.897 -2.679
H -0.471 0.307 -1.212
C -0.207 -0.160 0.265

ΔE to the lowest compared entry with this formula, charge and spin ... 526.2 kJ/mol
Molecular weight ... 88.131 g mol⁻¹
HOMO energy ... -10.27 eV
Frontier orbital gap ... 9.5 eV

# 3
The following is a DFT calculation (ωB97M-V/def2-TZVPD) of a structure of composition C11H20N3P2Zn at a distorted geometry.

Last column: natural (NBO) charge in e.
CARTESIAN COORDINATES (ANGSTROEM)
1 P -2.131615 1.281816 0.383262  0.406
2 N -3.676482 2.128497 2.474397  -0.482
3 H -1.421559 -3.832355 0.357192  -0.036
4 Zn -1.385261 -0.714239 -0.212733  0.688
5 H -3.393000 0.059407 2.105501  0.221
6 C -4.832164 2.291389 1.554933  -0.065
7 C 2.168509 -0.677331 -0.395672  -0.387
8 H -3.297980 4.311271 -0.679605  0.199
9 H -0.559546 2.920396 1.273321  0.248
10 C -3.645144 4.010633 0.320091  -0.066
11 H 4.638629 1.240801 0.892160  0.176
12 H -1.119877 3.369086 -0.362676  0.235
13 H -2.931426 -2.648887 1.496194  -0.040
14 C -3.681316 1.722795 -0.528395  -0.575
15 C 3.820778 0.799356 0.311295  -0.355
16 C -1.441772 2.972637 0.620996  -0.540
17 H 1.545882 -1.581420 -0.528259  0.182
18 H -2.011834 3.225026 3.168412  0.203
19 C -2.818703 0.998831 2.092521  -0.538
20 H -1.980423 0.910670 2.795715  0.231
21 H -3.405209 2.098353 -1.524170  0.228
22 C 3.332770 -0.542256 0.448440  -0.368
23 H -5.341140 1.320120 1.455715  0.199
24 H -3.545887 4.169262 2.984812  0.190
25 H -5.503532 3.041940 1.990567  0.192
26 P -2.198125 -2.647599 0.277724  -0.340
27 N -4.422650 2.758019 0.207975  -0.478
28 H -4.294262 4.786590 0.759653  0.192
29 C 3.003273 1.490181 -0.650507  -0.378
30 N -2.458188 3.865533 1.205299  -0.467
31 H 3.091123 2.509320 -0.983013  0.177
32 H 1.116755 0.808626 -1.755617  0.185
33 H -4.302993 0.827367 -0.653581  0.234
34 C 1.955546 0.586675 -1.065340  -0.378
35 H -3.178759 -2.972390 -0.702210  -0.005
36 C -2.890068 3.383006 2.540998  -0.067
37 H 3.702425 -1.323748 1.090097  0.179

Force components x, y, z for each atom (eV/Å):
P 0.118 -1.082 0.651
N -0.375 0.268 0.505
H -0.204 -0.257 -0.064
Zn 1.252 0.666 -1.749
H 0.167 0.256 -0.025
C 1.210 0.213 -0.221
C 0.403 0.947 0.058
H -0.179 -0.029 0.301
H -0.173 -0.003 -0.211
C 0.305 -0.766 0.728
H -0.204 -0.207 -0.361
H -0.061 -0.185 0.502
H -0.374 -0.625 -0.007
C -0.029 0.509 0.406
C -0.719 -0.401 -0.496
C -0.015 0.327 -0.278
H 0.478 0.533 0.055
H -0.061 0.032 -0.017
C -0.329 0.709 -0.360
H -0.190 0.015 -0.162
H -0.092 -0.140 0.154
C -1.177 1.147 -1.017
H 0.093 0.358 0.054
H 0.485 -0.492 -0.237
H 0.069 -0.171 -0.105
P -0.410 0.257 0.330
N -0.473 0.432 0.065
H 0.213 -0.233 -0.218
C -0.796 -1.752 0.651
N -0.258 0.168 0.151
H 0.144 0.255 0.023
H 0.730 -0.171 0.378
H 0.240 0.142 0.028
C 0.667 -0.283 0.615
H 0.353 -0.498 0.566
C -1.028 0.100 -0.852
H 0.217 -0.039 0.160

Charge ... -1
Molecular weight ... 321.640 g mol⁻¹
HOMO energy (spin up / spin down) ... -1.47 / -1.76 eV
Frontier orbital gap (spin up / spin down) ... 3.9 / 4.2 eV

# 4
The following is a DFT calculation (ωB97M-V/def2-TZVPD) of a cluster of 2 separate species, C4H15N2OSi in total at a distorted geometry.

Last column: natural (NBO) charge in e.
CARTESIAN COORDINATES (ANGSTROEM)
1 H -3.117987 -1.314791 0.424550  0.228
2 H -1.285421 -0.906773 1.784412  0.225
3 H 2.644201 0.805089 -0.572673  0.507
4 H 3.012048 -1.899127 -1.709086  -0.218
5 H 0.592810 2.500498 -0.541197  0.250
6 O 2.286292 -0.022745 -0.298296  -1.122
7 C -2.189498 -1.316307 -0.215564  -0.230
8 C -0.029498 1.345539 1.060172  0.302
9 H -1.507030 0.681893 -0.574477  0.443
10 N -0.794062 0.521769 0.415164  -0.460
11 H -0.574238 3.511243 0.558829  0.282
12 H -1.506959 -0.585668 -2.031451  0.410
13 H 2.103246 -2.295691 0.583340  -0.204
14 H 0.943434 3.267511 1.100492  0.259
15 H 4.397971 -1.742552 0.018132  -0.185
16 H -0.065791 -1.390195 0.649081  0.237
17 H -2.050350 -2.298101 -0.583506  0.226
18 H 0.253507 1.061935 2.046666  0.204
19 N -2.241818 -0.275894 -1.298745  -0.820
20 C -1.015522 -0.841543 0.760059  -0.262
21 H -3.079045 0.070761 -1.688401  0.423
22 C 0.232546 2.701712 0.502653  -0.724
23 Si 2.991156 -1.578565 -0.390163  1.230

Force components x, y, z for each atom (eV/Å):
H 0.737 0.145 -1.075
H -0.521 -0.339 0.913
H 0.765 0.458 -0.425
H -0.403 -1.046 -2.666
H -0.361 0.839 0.855
O -0.260 -1.494 0.658
C -0.919 1.972 1.584
C -2.693 -0.170 -1.142
H 0.878 -0.737 0.702
N 1.161 2.339 0.208
H 0.231 -1.774 -0.496
H -2.087 0.934 1.120
H 0.223 -0.046 -0.582
H 0.769 -0.557 -0.147
H -0.036 0.302 0.319
H -0.454 0.024 -0.276
H 0.258 -0.844 -0.456
H 0.858 -0.263 0.589
N 3.283 -1.630 -0.547
C 0.106 -0.682 -1.039
H -1.211 -0.300 -0.456
C -0.044 1.029 -0.353
Si -0.279 1.841 2.712

Charge ... +1
ΔE to the lowest compared entry with this formula, charge and spin ... 0.0 kJ/mol
Molecular weight ... 135.263 g mol⁻¹
HOMO energy ... -14.19 eV
Frontier orbital gap ... 10.7 eV